Density functional theory data (wB97M-V/def2-TZVPD) for a structure of composition C19H13BrCuN4O3S3 in a non-equilibrium geometry.

Results
Relative energy (zero: lowest compared OMol25 entry of this formula, charge and spin)   0.0 kcal/mol
Orbital gap   0.25608 Ha
E_HOMO   -4.611 eV
E_LUMO   2.36 eV
Strongest force on any atom   1.9 eV Å⁻¹
Net charge   -1

Last column: Mulliken charge in e.
Positions of all 44 atoms, in Å:
Cu -0.7407 -3.9633 0.4324  -0.215
Br 1.1866 -3.7543 -2.4460  -0.172
C 1.9032 -3.4837 -0.7121  0.436
C 3.1578 -2.9130 -0.6188  -0.439
C 3.6730 -2.7778 0.6489  -0.393
C 2.9677 -3.2600 1.7660  -0.331
C 1.7552 -3.8370 1.5548  0.467
N 1.2131 -3.9275 0.3168  -0.148
C 0.9110 -4.3453 2.7175  0.464
O 1.5000 -4.4992 3.8074  -0.731
O -0.3175 -4.5338 2.4706  -0.652
H 3.6166 -2.5859 -1.5203  0.427
H 4.6578 -2.3277 0.7501  0.387
H 3.3012 -3.2101 2.8020  0.438
S -1.4467 4.9570 0.7604  -0.437
C -0.6588 3.5394 0.3931  0.284
S -0.6964 2.1750 1.4691  -0.187
C 0.1987 1.0894 0.4050  -0.054
N 0.5341 1.7704 -0.6651  -0.942
N 0.0988 3.1035 -0.6672  0.549
C 0.4186 3.8123 -1.8546  0.748
C 1.0742 3.0931 -2.8800  -0.455
C 1.4397 3.6885 -4.0631  -0.506
C 1.1799 5.0476 -4.2440  -0.563
C 0.6093 5.7275 -3.2047  -0.420
C 0.2194 5.1622 -2.0055  -0.557
S 0.4000 -0.5213 0.8313  -0.081
H 1.1729 2.0615 -2.7354  0.553
H 1.9008 3.0814 -4.8399  0.342
H 1.4773 5.5700 -5.1594  0.344
H 0.3751 6.7910 -3.3359  0.285
H -0.1672 5.8126 -1.2295  0.202
O -2.5681 -3.4271 0.1759  -0.720
N -2.8348 -2.4055 0.9848  0.619
C -2.8168 -2.5857 2.3319  -0.065
C -3.1258 -1.5238 3.1350  -0.776
C -3.4202 -0.2811 2.5987  -0.027
C -3.4391 -0.1444 1.2152  -0.748
C -3.0603 -1.2114 0.4397  -0.138
H -2.5396 -3.5573 2.6734  0.542
H -3.0446 -1.6489 4.1957  0.398
H -3.4952 0.6335 3.1898  0.380
H -3.6109 0.7946 0.7371  0.484
H -2.9594 -1.1855 -0.6214  0.408

Cartesian forces (eV/Å) of the 2 atoms listed first:
0.03 -0.18 0.09
-0.18 0.06 0.02